Computed, not measured: a structure of composition C23H29N9Ni, with wB97M-V/def2-TZVPD.

```
62
Properties=species:S:1:pos:R:3
H 7.049 4.474 11.940
N 8.147 9.741 10.101
H 7.638 8.227 4.839
C 10.406 5.464 9.360
C 7.070 10.625 8.183
C 7.906 7.824 13.861
H 10.635 8.524 13.699
Ni 8.516 8.020 11.043
H 10.557 4.534 8.805
N 8.154 8.704 12.908
N 7.885 6.340 12.072
H 6.107 11.610 6.831
H 7.340 5.371 10.435
C 8.214 6.196 16.655
N 10.655 8.245 11.546
C 7.777 7.474 16.393
C 8.111 5.305 14.234
C 9.070 4.206 11.196
H 6.918 10.483 13.319
C 7.788 9.630 8.889
C 7.775 5.055 11.404
C 7.977 6.407 13.353
H 8.485 4.293 15.968
N 8.761 7.478 9.122
C 7.536 8.730 5.795
C 8.020 8.006 6.926
C 8.654 10.983 12.219
N 11.627 8.407 10.679
H 8.429 5.907 17.656
H 7.590 8.037 17.301
H 8.761 3.430 10.443
H 9.242 3.680 12.152
H 9.721 10.827 12.045
H 11.275 4.487 11.066
C 8.138 8.299 8.279
C 7.485 8.171 15.221
H 8.520 12.044 12.628
C 9.264 6.182 8.620
N 13.945 8.605 10.795
C 11.177 8.474 12.765
H 7.106 9.124 15.384
N 12.692 8.510 11.402
C 7.939 11.018 10.848
H 8.085 4.347 13.798
N 12.473 8.597 12.685
H 8.229 11.911 10.262
H 13.736 8.596 9.796
C 10.305 5.025 10.836
C 6.716 10.713 6.913
H 11.337 5.992 9.313
H 6.888 11.484 8.782
H 8.400 10.276 14.218
H 9.781 6.404 7.652
H 8.282 7.014 6.660
H 8.418 5.508 8.300
C 6.919 9.904 5.741
H 14.465 9.418 11.174
C 7.971 10.110 13.222
H 6.418 10.241 4.767
C 8.319 5.266 15.606
H 10.230 5.862 11.497
H 6.888 11.162 11.114
```

Calculated values
<S²>: 2.006
multiplicity: 3
HOMO-LUMO gap (spin up / spin down): 7.2 / 7.1 eV

=====

Computed, not measured: a cluster of 11 separate species, H22O11 in total, with wB97M-V/def2-TZVPD.

```
33
Properties=species:S:1:pos:R:3
O 3.692 1.147 1.121
H -2.031 -1.760 -3.404
O -1.909 2.383 3.554
O 0.437 2.414 -2.301
H -0.339 2.995 -2.389
O -2.815 -1.227 -3.523
H -2.380 -0.824 -0.326
O -2.088 -0.473 0.528
O 0.034 -3.560 -3.754
H -3.123 -2.788 0.638
H -1.553 1.500 3.613
H 0.962 -2.149 3.797
H 0.638 -3.661 -3.012
H 3.010 0.399 -2.366
O -3.976 -2.423 0.413
H -2.641 0.346 0.660
H 3.355 2.017 0.837
H -2.454 -0.380 -3.913
H 3.665 1.222 2.079
H -3.778 -1.875 -0.352
H -0.443 1.662 -0.523
O 1.843 3.083 2.609
H 1.907 -3.451 3.531
O 1.348 -2.972 4.185
H -2.813 2.279 3.907
H 0.082 2.093 -3.187
H 0.467 -2.904 -4.297
O 0.115 1.448 0.227
H 1.291 2.547 2.045
O 3.468 -0.413 -2.181
H 4.384 -0.240 -1.945
H 0.293 0.501 0.287
H 1.349 3.063 3.442
```

Calculated values
SMILES string: O.O.O.O.O.O.O.O.O.O.O
energy above the lowest of the compared OMol25 structures with the same formula, charge and spin: 3.2867 eV
HOMO-LUMO gap: 10.4 eV

=====

Computed, not measured: the ion C11H15IP with charge +1, with wB97M-V/def2-TZVPD.

```
28
Properties=species:S:1:pos:R:3
H 0.326 3.704 -2.369
C -0.960 -2.885 -0.644
H 0.732 1.194 1.966
H 0.104 5.029 -0.147
P 0.386 -0.711 0.043
H -2.493 -1.445 -0.693
C 0.015 -1.883 -1.328
C 0.267 1.832 -1.375
C 0.264 3.226 -1.360
C -1.432 -1.261 1.130
H 1.830 -1.067 2.044
I 3.804 -0.094 0.335
C 0.384 1.085 -0.215
H 0.351 3.592 2.097
H -0.019 1.384 -2.335
H -0.406 -3.266 0.294
H -1.109 -3.687 -1.329
H -0.433 -1.235 -2.092
C 0.332 3.156 1.113
H 2.236 -2.142 0.820
C 0.509 1.791 1.045
C 1.982 -1.171 0.973
H -1.134 -1.727 2.015
H 0.962 -2.250 -1.672
H -2.805 -2.655 0.572
C 0.204 3.857 -0.104
C -2.051 -2.077 0.079
H -1.847 -0.296 1.137
```

Calculated values
energy above the lowest of the compared OMol25 structures with the same formula, charge and spin: 0.0000 eV
charge: +1
HOMO-LUMO gap: 9.3 eV

=====

Computed, not measured: a structure of composition C20H68BeN6O26, with wB97M-V/def2-TZVPD.

```
121
Properties=species:S:1:pos:R:3
H -2.625 -2.621 0.058
C 5.196 0.303 2.449
C -6.027 1.017 3.193
H -0.428 -6.089 -5.044
C -1.910 6.135 1.205
H -3.273 -1.185 1.994
H -5.600 -1.383 4.078
H -4.851 2.646 -3.449
H 2.119 1.188 1.192
H -1.505 4.214 2.704
H 0.675 -0.508 -4.138
H 4.643 0.341 1.558
C -2.066 -1.838 0.593
C 1.739 3.569 -1.961
O -2.033 5.775 2.358
H -1.729 -1.108 -1.439
C 0.050 3.745 3.734
C 0.229 -7.424 -3.664
O 0.846 -4.448 1.935
H 3.163 3.142 -3.246
N 2.421 2.691 -2.731
H 3.401 0.530 3.980
N -0.925 5.620 0.254
H -0.877 0.525 -0.138
C 4.666 -0.798 3.454
H -0.404 4.901 0.732
H -3.744 6.946 1.040
H 0.177 0.404 -6.652
C -3.993 4.040 -2.217
H -0.182 -6.168 3.301
H 4.024 -2.754 -1.788
H 0.758 1.109 3.594
O 0.603 -5.164 -3.027
O 1.290 1.724 3.012
H 1.355 1.648 -5.203
C 4.734 -1.105 -3.107
C -0.259 0.717 -5.697
H -0.667 -1.311 -4.985
H 5.895 1.666 3.653
C -0.323 -0.337 -4.610
H 6.179 0.021 2.105
H -0.639 -7.523 -3.005
H 1.720 3.623 2.496
H 2.048 -5.462 4.830
H 2.464 -3.922 3.150
H 5.029 -0.904 -4.150
H -6.387 0.617 2.229
O 1.249 3.404 -0.842
H 2.325 -2.581 -3.029
O -1.268 0.268 -3.578
O 0.432 1.843 -5.170
H -2.153 2.485 0.162
H -5.992 2.094 2.974
O 0.255 -6.289 4.121
H -0.775 0.505 -2.780
H -3.946 0.386 -0.347
O 2.211 -3.608 -0.385
H 2.464 -5.522 2.437
H -3.442 2.241 -2.498
H -3.975 -0.110 -1.789
C -4.786 0.411 3.711
H -1.256 2.242 1.302
H 0.947 5.458 -2.439
C 4.213 -2.522 -2.799
O -7.092 0.578 4.111
C 1.270 -6.521 -3.071
H -1.469 -2.245 1.422
O -2.960 -0.878 1.126
H 1.493 -6.906 -2.075
O -3.926 0.737 -1.257
H -1.393 5.094 -0.508
H 0.658 -4.370 4.613
H 0.578 -4.842 -2.153
H 2.298 3.283 4.067
H 1.334 4.473 -3.614
H 0.340 -1.897 3.667
C 1.948 -2.421 -0.289
H 0.180 4.798 3.836
H 0.764 -1.693 5.129
H 3.039 -0.547 -2.306
O -0.107 -6.988 -5.002
H 5.597 -0.860 -2.479
H 4.222 -1.582 2.820
N -5.094 4.855 -2.464
N -3.895 2.913 -3.057
H -7.913 0.322 3.651
C -1.145 -1.379 -0.560
O 1.833 -1.758 0.869
O 1.619 -1.574 -1.343
O 3.689 -0.158 -2.885
O -3.236 4.266 -1.310
O -0.827 3.514 2.707
N 1.618 4.766 -2.699
C 1.213 -5.195 4.177
O 0.292 -1.262 4.394
H -4.708 0.801 4.736
H 5.073 -3.203 -2.989
H -0.533 -2.250 -0.763
O 1.935 1.012 0.221
H -3.858 0.706 3.199
O 5.166 1.598 3.063
H -5.268 5.587 -1.778
H -0.238 3.268 4.659
Be 1.314 -0.471 -0.049
N -2.792 6.970 0.568
O 3.678 -0.326 4.310
H 2.724 1.794 -2.412
H 2.125 -6.425 -3.743
H 1.321 -4.237 1.080
H -5.771 4.786 -3.224
H -1.243 1.116 -5.932
H 0.641 -8.408 -3.857
O -0.343 -0.299 -0.206
H 5.448 -1.298 3.984
O 3.105 -2.813 -3.658
H 1.515 1.785 -0.267
C 1.443 3.161 3.406
C 1.817 -4.785 2.826
O -4.769 -1.030 3.666
H -2.860 6.857 -0.466
O -1.333 2.070 0.430
```

Calculated values
HOMO-LUMO gap: 9.5 eV

=====

Q: Which formula does entry 1 have?
A: C23H29N9Ni